94
Properties=species:S:1:pos:R:3:forces:R:3 method="wB97M-V/def2-TZVPD" spin_multiplicity=6 fmax_ev_per_a=0.569 s2=8.76 orbital_gap_ev="7.68 / 6.69" homo_energy_ev="-7.9 / -7.9" e_lumo_ev="-0.19 / -1.19" relative_energy_ev=0.000 total_charge=0
Fe 0.385802 -0.442730 -0.223188 -0.3 -0.3 0.1
Se 0.069516 1.241199 6.536979 0.1 0.0 -0.1
P 1.772396 1.039247 5.305339 -0.1 0.0 0.0
C 2.879804 2.466917 5.433636 0.0 0.0 0.0
C 4.188751 2.317096 5.874206 0.1 0.0 -0.1
C 4.991997 3.435485 6.066889 0.0 0.0 0.0
C 4.489486 4.699285 5.814362 0.0 0.0 0.0
C 3.180554 4.851327 5.368662 0.0 0.0 0.0
C 2.375963 3.743833 5.183925 0.0 -0.1 0.0
C 2.800954 -0.397292 5.679272 0.0 -0.1 0.1
C 3.632942 -0.947868 4.708558 0.1 0.1 0.0
C 4.475445 -2.001330 5.035784 -0.1 0.1 0.0
C 4.484062 -2.505050 6.327427 0.0 0.0 0.0
C 3.655904 -1.955396 7.297963 0.0 0.0 0.0
C 2.815041 -0.902214 6.977651 -0.1 0.0 -0.1
C 1.387614 0.892002 3.547664 0.0 0.3 0.2
C 0.712755 -0.060384 2.803524 -0.1 -0.1 0.1
N 0.553227 0.484587 1.579671 0.2 0.5 -0.1
N 1.109630 1.685518 1.563543 0.1 0.0 0.1
N 1.607451 1.957689 2.739469 -0.1 -0.1 -0.1
P -0.070247 -1.637603 3.096463 -0.1 0.0 0.2
Se -1.023346 -2.130594 1.225465 0.0 -0.2 -0.2
C -1.360129 -1.303239 4.324251 -0.1 0.1 0.0
C -2.117179 -0.168594 4.021626 0.1 0.0 0.1
C -3.165842 0.213790 4.834854 0.0 0.0 0.1
C -3.478784 -0.528503 5.964781 0.0 0.0 0.0
C -2.733544 -1.652712 6.272616 0.0 0.0 0.0
C -1.679217 -2.041225 5.457695 0.0 0.0 0.0
C 1.159211 -2.891442 3.513966 0.0 -0.1 0.0
C 2.194894 -2.992732 2.582803 0.0 0.0 -0.1
C 3.131730 -4.004404 2.691509 0.0 0.0 0.0
C 3.051745 -4.921074 3.729654 0.0 0.0 0.0
C 2.030749 -4.821492 4.660443 0.0 0.0 0.0
C 1.078006 -3.818209 4.549904 0.1 0.0 0.0
H 4.591803 1.332177 6.066174 0.0 0.0 0.0
H 6.009649 3.311745 6.412329 0.0 0.0 0.0
H 5.114561 5.569999 5.963449 0.0 0.0 0.0
H 2.787843 5.839473 5.168646 0.0 0.0 0.0
H 1.354207 3.860253 4.848505 0.0 0.0 0.0
H 3.639415 -0.544729 3.702315 0.0 0.0 0.0
H 5.118803 -2.426894 4.278832 0.0 0.0 0.0
H 5.136776 -3.330799 6.579594 0.0 0.0 0.0
H 3.667648 -2.346592 8.306792 0.0 0.0 0.0
H 2.153946 -0.471565 7.719714 0.0 0.0 0.0
H -1.865619 0.432214 3.154993 0.0 0.0 0.0
H -3.722291 1.112338 4.604164 0.0 -0.1 0.0
H -4.289312 -0.220979 6.611863 0.0 0.0 0.0
H -2.960387 -2.230664 7.157912 0.0 0.0 0.0
H -1.118971 -2.912698 5.742792 0.0 0.0 0.0
H 2.274958 -2.289145 1.762516 0.0 0.0 0.0
H 3.921361 -4.072539 1.955155 0.0 0.0 0.0
H 3.782352 -5.715519 3.810805 0.0 0.0 0.0
H 1.962779 -5.531089 5.473645 0.0 0.0 0.0
H 0.293182 -3.783993 5.282737 0.0 0.0 0.0
S -1.442976 0.064144 -1.627782 -0.1 0.2 -0.1
Sb -3.233215 0.645905 -0.288561 0.3 -0.1 -0.3
C -4.556095 1.558790 -1.620958 -0.1 0.1 -0.1
C -4.094276 2.606155 -2.414379 -0.1 0.0 0.0
C -4.954110 3.208895 -3.318734 0.0 0.0 0.0
C -6.264912 2.764208 -3.432644 0.0 0.0 0.0
C -6.722406 1.719898 -2.644323 0.0 0.0 0.0
C -5.867811 1.111679 -1.733511 0.0 0.1 0.0
C -2.710810 2.070775 1.134443 0.0 0.1 0.2
C -3.513163 2.324414 2.247814 0.0 0.2 -0.1
C -3.124860 3.292558 3.158814 0.0 0.0 -0.1
C -1.951388 4.008610 2.953773 0.0 0.0 0.0
C -1.168960 3.766096 1.837707 0.0 0.0 0.0
C -1.543655 2.792920 0.920112 -0.1 0.0 0.1
C -4.268120 -1.004501 0.437883 0.0 -0.2 0.1
C -4.518922 -2.024656 -0.475228 0.0 0.0 0.1
C -5.116456 -3.197690 -0.036473 0.0 0.0 0.0
C -5.449888 -3.349367 1.301649 0.0 0.0 0.0
C -5.196653 -2.330150 2.208320 0.0 0.0 0.0
C -4.603891 -1.153013 1.778298 0.0 -0.1 -0.1
H -3.068031 2.946059 -2.340235 0.0 0.0 0.0
H -4.600296 4.021990 -3.937755 0.0 0.0 0.0
H -6.931921 3.234153 -4.143007 0.0 0.0 0.0
H -7.743429 1.375239 -2.737337 0.0 0.0 0.0
H -6.228134 0.295848 -1.118758 0.0 0.0 0.0
H -4.442035 1.792162 2.400640 0.0 -0.1 0.0
H -3.732489 3.485827 4.033204 0.0 0.0 0.0
H -1.645183 4.753725 3.675169 0.0 0.0 0.0
H -0.241059 4.301452 1.694151 0.0 0.0 0.0
H -0.902478 2.579733 0.073182 0.0 0.0 0.0
H -4.232012 -1.923613 -1.515522 0.0 0.0 0.0
H -5.307039 -3.997864 -0.738659 0.0 0.0 0.0
H -5.899644 -4.272564 1.641600 0.0 0.0 0.0
H -5.439403 -2.454712 3.255340 0.0 0.0 0.0
H -4.375876 -0.386362 2.500711 0.0 0.1 0.1
O 1.794774 0.420168 -1.442618 0.0 -0.1 0.0
S 2.551229 -0.859762 -1.087393 -0.4 0.0 0.2
O 3.735725 -1.117239 -1.825501 0.0 0.0 0.0
O 1.408670 -1.873072 -1.267819 0.1 0.1 0.0
O 2.643591 -0.773745 0.394243 0.5 -0.2 -0.1


97
Properties=species:S:1:pos:R:3:forces:R:3 method="wB97M-V/def2-TZVPD" fmax_ev_per_a=1.552 orbital_gap_ev=5.93 homo_energy_ev=-2.6 e_lumo_ev=3.36 relative_energy_ev=2.390 total_charge=-2
Tl 0.213452 0.386784 0.911095 0.0 -0.8 0.6
C 3.162725 1.900268 -0.853491 -0.2 -0.1 0.1
C 3.121874 1.585030 0.612041 -0.2 0.1 0.3
N 2.258049 2.254611 1.320394 -0.7 0.2 -1.2
N 2.338839 2.325348 2.634773 1.3 0.1 0.9
C 1.415086 2.180824 3.487289 0.0 0.0 -0.1
S -0.207396 1.622534 3.302521 -0.2 -0.3 -1.2
S 1.929509 2.529518 5.168797 0.1 -0.1 0.2
C 2.792100 0.932631 5.521951 -0.2 0.5 -0.2
C 1.882902 -0.118432 6.063187 0.0 -0.2 0.1
C 1.232340 -0.994784 5.202026 0.0 -0.1 -0.1
C 0.398281 -1.979242 5.697251 -0.1 0.0 0.1
C 0.196328 -2.097415 7.060615 -0.1 -0.2 0.1
C 0.846717 -1.234726 7.926910 -0.1 0.0 0.2
C 1.681474 -0.248474 7.433927 0.0 0.0 -0.1
C 3.954568 0.530732 1.152232 -0.2 -0.1 0.4
C 5.267058 0.317744 0.742524 0.2 0.1 0.0
C 6.036545 -0.691416 1.278216 0.3 0.0 -0.3
C 5.473075 -1.554717 2.217302 0.0 -0.1 0.1
C 4.165877 -1.415661 2.598908 0.1 0.0 0.2
C 3.339483 -0.376826 2.082421 0.4 0.1 -0.1
O 2.128449 -0.275815 2.436554 -0.6 -0.1 0.0
H 2.567466 2.787223 -1.061339 0.0 0.0 0.0
H 4.187242 2.060982 -1.188296 0.1 0.0 0.0
H 2.751560 1.055111 -1.405450 0.1 0.0 -0.1
H 3.230796 0.639149 4.570717 0.1 0.0 0.1
H 3.573024 1.191155 6.237619 0.0 0.0 0.0
H 1.377955 -0.915160 4.135765 0.1 0.1 -0.1
H -0.099991 -2.638750 5.002359 0.0 -0.1 -0.1
H -0.463666 -2.861928 7.450557 0.0 0.0 0.0
H 0.695166 -1.336230 8.993907 0.0 0.0 0.1
H 2.184575 0.422402 8.117380 0.1 0.1 0.1
H 5.720688 0.999894 0.034898 0.0 0.0 -0.1
H 7.066209 -0.816880 0.967660 0.0 0.0 0.0
H 6.080009 -2.346442 2.644167 0.0 0.0 0.0
H 3.727576 -2.085474 3.328072 -0.1 0.0 0.0
C 2.464622 -3.854835 0.706260 0.0 0.2 0.0
C 2.072163 -3.452280 -0.678553 0.1 0.1 0.3
N 2.213993 -4.316347 -1.642731 0.2 -0.2 0.2
C 1.747586 -4.011939 -2.859360 -0.2 0.2 -0.5
C 1.043086 -2.868217 -3.142334 0.2 -0.1 -0.1
C 0.346568 -2.752358 -4.468166 0.3 -0.1 -0.2
O -1.051854 -2.872313 -4.335007 -0.4 0.0 0.1
C 0.948986 -1.864765 -2.146559 0.4 -0.6 0.7
C 0.243594 -0.659795 -2.410532 -0.2 0.5 -0.3
N 0.391459 0.509887 -1.855887 0.1 -0.6 1.0
C -0.063638 1.575423 -2.612215 -0.3 0.5 -0.8
C 0.099019 1.484854 -4.011323 0.0 -0.1 0.1
C -0.354138 2.444681 -4.886550 -0.1 0.0 -0.1
C -0.981495 3.574573 -4.393856 0.0 0.0 -0.1
C -1.063651 3.745081 -3.025891 0.0 0.0 0.0
C -0.587725 2.785149 -2.146394 0.0 0.3 0.6
I -0.692867 3.326673 -0.111211 0.2 -0.1 -0.5
C 1.558460 -2.115945 -0.883843 -0.2 -0.3 -1.3
O 1.684007 -1.248386 0.019232 -0.4 1.0 0.9
H 3.239382 -4.617353 0.673934 0.0 -0.1 0.0
H 1.589020 -4.263739 1.217957 0.0 0.0 0.1
H 2.804050 -2.981734 1.257940 0.0 -0.1 0.1
H 1.893341 -4.781057 -3.606899 -0.1 0.0 -0.2
H 0.723217 -3.548298 -5.131248 0.1 0.2 0.1
H 0.544039 -1.789437 -4.955295 0.0 -0.1 0.0
H -1.207691 -3.493886 -3.602195 0.0 0.0 -0.1
H -0.466075 -0.739448 -3.240636 0.1 0.1 0.0
H 0.614472 0.620712 -4.406304 0.0 0.0 0.0
H -0.220908 2.299240 -5.949979 0.0 0.0 -0.1
H -1.377996 4.325930 -5.059955 0.0 0.1 -0.1
H -1.518103 4.637471 -2.625046 0.0 0.1 0.1
O -3.175078 -4.271106 -1.334042 0.0 0.2 0.1
S -1.776247 -4.261968 -0.976652 -0.3 -0.8 0.1
O -0.907872 -4.636124 -2.067259 0.1 0.0 0.4
N -1.301648 -2.880498 -0.247758 -0.2 -0.4 -0.8
C -1.225680 -3.043311 1.042384 0.2 0.6 0.5
S -0.807043 -1.878886 2.169058 0.2 0.4 0.1
C -1.497486 -4.414092 1.534852 -0.1 -0.8 0.1
C -1.612968 -4.856433 2.844778 0.0 0.1 -0.2
C -1.914678 -6.191840 3.064106 0.0 0.0 0.1
C -2.055795 -7.079565 2.005078 0.0 0.0 -0.1
C -1.929031 -6.637351 0.694014 0.0 -0.2 -0.2
C -1.662423 -5.305861 0.486788 0.0 0.8 0.0
H -1.491374 -4.156530 3.657800 0.0 0.0 0.1
H -2.046610 -6.549825 4.076071 0.0 0.0 0.1
H -2.283952 -8.117931 2.202355 0.0 -0.1 0.0
H -2.044910 -7.306353 -0.144446 -0.1 -0.1 -0.1
O -3.018616 1.638698 -1.247672 -0.1 0.2 -0.3
C -3.014248 0.675542 -0.488939 -1.0 -0.1 -0.3
O -2.078632 0.211008 0.213906 1.4 -0.3 0.7
C -4.287565 -0.148106 -0.301532 0.3 0.2 0.0
C -4.266532 -1.483757 -0.674156 0.0 0.0 0.0
C -5.358746 -2.295888 -0.428333 0.1 0.0 -0.1
C -6.467983 -1.776445 0.217695 -0.2 -0.1 0.0
C -6.501517 -0.438749 0.572789 -0.1 0.1 0.1
C -5.419514 0.383454 0.300857 0.1 0.0 -0.1
H -3.385375 -1.894108 -1.143556 0.0 0.1 0.0
H -5.310892 -3.332464 -0.727463 0.0 -0.1 0.0
H -7.306291 -2.419897 0.450456 -0.1 0.0 0.0
H -7.371601 -0.033352 1.075136 0.0 0.0 0.0
H -5.447255 1.431945 0.566850 0.1 0.1 0.0